C24H39AlBrF5N6O4P2 as an isolated structure. Source: OMol25; level of theory: ωB97M-V/def2-TZVPD.

Summary:
2S+1: 1
Kohn-Sham gap in eV: 7.020
Highest occupied orbital energy in eV: -9.735

The geometry in XYZ format:
```
82
Properties=species:S:1:pos:R:3:forces:R:3
C -3.26258 1.19676 4.94081 -0.1 -2.3 -1.1
C -3.43368 -0.13787 4.42766 0.7 2.7 0.8
C -3.80539 -0.45488 2.90703 -1.5 1.1 1.0
C -2.80583 -1.50489 2.18234 0.0 -0.4 1.0
C -2.78179 -2.81625 3.12292 -0.3 -0.2 0.2
C -4.21851 -3.36426 3.56727 0.7 -2.2 1.4
N -4.24886 -4.36422 4.43572 0.4 2.8 -2.4
C -3.38206 -1.74272 0.70675 -1.0 0.6 0.4
Br -3.57519 -3.65437 0.16942 0.1 0.8 0.2
N -2.64301 -1.07255 -0.39476 2.8 1.2 1.5
C -3.02878 0.34305 -0.61024 -1.7 1.7 -2.0
C -4.02597 0.34697 -1.90267 -1.5 -3.1 -2.5
O -4.26365 -0.68896 -2.53296 0.8 4.3 2.6
F -4.70809 1.53793 -2.32926 2.0 -2.1 1.6
C -1.19968 -1.29627 -0.35503 -0.1 0.1 0.3
N -0.48754 -1.32662 -1.50011 -0.8 0.1 0.8
C 1.01598 -1.53717 -1.52395 1.5 -0.2 -1.6
C 1.83930 -0.15318 -1.44750 -1.1 -0.2 0.5
P 3.32890 -0.07514 -2.59758 2.2 -0.6 -2.8
O 3.54685 -1.32360 -3.45674 -1.1 2.5 2.4
O 4.69312 0.27669 -1.61093 -3.2 -1.0 -1.0
C 4.83377 -0.69719 -0.54485 1.1 -0.4 1.9
C 4.82054 0.02898 0.91288 0.2 0.6 -0.9
O 3.10670 1.26233 -3.63116 0.9 -2.0 3.3
C 3.64663 2.48973 -3.05412 0.2 2.9 0.2
C 2.92189 2.97583 -1.71155 0.0 -0.2 0.3
C -1.12795 -1.15754 -2.81911 -3.1 0.2 -5.5
C -1.83338 -2.32278 -3.60997 1.0 3.9 -0.3
C -2.43622 -1.93011 -4.96984 0.7 -0.1 1.3
N -2.43859 -0.69848 -5.66799 1.8 -0.1 3.9
C -1.81537 0.38473 -4.99943 0.3 -3.1 2.4
C -1.19253 0.18794 -3.60691 -0.2 -1.3 0.3
N -0.51099 -1.51736 0.91913 -2.5 0.7 -1.8
N -0.27366 -2.89682 1.10616 0.5 -1.8 -0.2
C -1.27319 -0.98992 2.09742 0.6 -0.2 0.8
P -1.04595 0.89658 2.17759 -0.8 1.6 0.5
C -0.10577 1.23072 3.82279 1.4 -0.5 -0.6
C 0.13054 1.55487 0.85203 1.1 0.3 0.4
H -3.94336 2.06174 4.64091 1.6 -1.1 -0.5
H -2.37888 1.45483 5.63587 -2.3 -0.8 -0.2
H -3.27983 -0.98084 5.17828 0.7 1.0 -1.5
H -3.84716 0.56758 2.36778 0.3 -1.7 0.8
H -4.90666 -0.81756 2.90291 1.8 0.1 -0.3
H -2.17041 -3.68777 2.67389 -1.1 1.5 0.4
H -2.22373 -2.55491 4.10338 -1.0 -0.2 -1.6
H -5.21250 -2.96896 3.13888 1.7 -0.6 0.7
H -3.25506 -4.58401 4.66549 -0.8 0.0 0.0
H -4.45321 -1.30849 0.69000 1.8 -0.9 -0.2
H -2.17707 1.04836 -0.88325 -1.0 -1.2 0.5
H -3.62805 0.82538 0.23014 1.0 -0.8 -0.8
H 1.24426 -1.97575 -2.57117 -0.5 0.6 1.7
H 1.36865 -2.32131 -0.77754 -0.7 1.3 -0.8
H 2.17477 0.00140 -0.36598 -0.5 0.2 -1.7
H 1.10779 0.66549 -1.80970 1.5 -1.1 0.8
H 5.86340 -1.19850 -0.68852 -1.7 0.7 0.1
H 4.03934 -1.51963 -0.53684 1.0 1.0 -0.4
H 5.28369 1.07383 0.78921 -0.6 -1.6 0.2
H 3.75084 0.20340 1.30002 1.5 -0.5 -0.5
H 5.45719 -0.55327 1.66759 -1.1 0.7 -1.1
H 4.78337 2.47187 -2.90052 -1.8 -0.3 -0.2
H 3.46397 3.31961 -3.83820 0.3 -1.5 1.2
H 1.76983 3.05785 -1.81221 1.8 -0.2 -0.1
H 3.16369 2.28943 -0.81125 -0.4 1.0 -1.4
H 3.31296 4.01287 -1.43931 -0.4 -1.4 -0.5
H -1.88029 -3.38559 -3.17409 -0.1 1.9 -0.9
H -2.97934 -2.79159 -5.51243 1.0 1.6 0.9
H -1.76764 1.41849 -5.48096 -0.2 -1.8 0.7
H -0.73375 1.11613 -3.10256 -0.7 -1.5 -0.9
H -0.32997 -3.37845 0.19947 0.3 0.0 0.8
H 0.60899 -3.08428 1.60124 -0.3 0.4 -0.7
H -0.74585 -1.41976 3.03443 -0.7 0.6 -1.7
H -0.61275 2.02342 4.46241 0.6 -1.3 -0.9
H 0.05117 0.22782 4.36057 -0.4 1.6 -0.5
H 0.95732 1.59771 3.54638 -1.7 -0.5 0.5
H -0.16522 1.29876 -0.21760 0.5 0.2 1.5
H 0.09846 2.70813 0.93211 -0.1 -1.8 0.0
H 1.20994 1.25571 1.10135 -1.5 0.4 -0.8
F 6.61571 7.11480 -1.04012 -0.1 -1.9 -0.3
Al 6.60668 5.36997 -1.35424 0.5 0.4 0.1
F 5.37264 4.99382 -2.57797 0.9 0.2 1.2
F 6.22671 4.49884 0.14651 0.2 0.7 -1.5
F 8.19943 4.86350 -1.94564 -1.7 0.4 0.6
```
Positions in Å, forces in eV/Å.

Charge distribution, Löwdin scheme, values in e: number 1, C, carries -0.02; number 2, C, carries -0.15; number 3, C, carries -0.19; number 4, C, carries -0.39; number 5, C, carries -0.20; number 6, C, carries -0.23; number 7, N, carries 0.07; number 8, C, carries -0.54; number 9, Br, carries 0.76; number 10, N, carries -0.07; number 11, C, carries -0.05; number 12, C, carries -0.28; number 13, O, carries 0.10; number 14, F, carries 0.03; number 15, C, carries -0.17; number 16, N, carries 0.03; number 17, C, carries -0.12; number 18, C, carries -0.19; number 19, P, carries 0.70; number 20, O, carries -0.31; number 21, O, carries -0.26; number 22, C, carries -0.28; number 23, C, carries -0.07; number 24, O, carries -0.24; number 25, C, carries -0.27; number 26, C, carries -0.10; number 27, C, carries -0.13; number 28, C, carries 0.05; number 29, C, carries -0.11; number 30, N, carries 0.04; number 31, C, carries -0.07; number 32, C, carries 0.02; number 33, N, carries -0.11; number 34, N, carries 0.07; number 35, C, carries -0.35; number 36, P, carries 0.94; number 37, C, carries -0.27; number 38, C, carries -0.31; number 39, H, carries 0.08; number 40, H, carries 0.07; number 41, H, carries 0.10; number 42, H, carries 0.09; number 43, H, carries 0.12; number 44, H, carries 0.10; number 45, H, carries 0.12; number 46, H, carries 0.12; number 47, H, carries 0.05; number 48, H, carries 0.13; number 49, H, carries 0.12; number 50, H, carries 0.13; number 51, H, carries 0.14; number 52, H, carries 0.12; number 53, H, carries 0.07; number 54, H, carries 0.07; number 55, H, carries 0.14; number 56, H, carries 0.10; number 57, H, carries 0.10; number 58, H, carries 0.05; number 59, H, carries 0.08; number 60, H, carries 0.13; number 61, H, carries 0.14; number 62, H, carries 0.08; number 63, H, carries 0.07; number 64, H, carries 0.09; number 65, H, carries 0.11; number 66, H, carries 0.12; number 67, H, carries 0.12; number 68, H, carries 0.10; number 69, H, carries 0.09; number 70, H, carries 0.12; number 71, H, carries 0.13; number 72, H, carries 0.03; number 73, H, carries 0.05; number 74, H, carries 0.05; number 75, H, carries 0.01; number 76, H, carries 0.08; number 77, H, carries 0.04; number 78, F, carries -0.25; number 79, Al, carries 0.05; number 80, F, carries -0.24; number 81, F, carries -0.26; number 82, F, carries -0.25



C24H39As3F5NO9P2W as an isolated structure. Source: OMol25; level of theory: ωB97M-V/def2-TZVPD.

Summary:
Net charge: +1
2S+1: 4
Kohn-Sham gap (spin up / spin down) in eV: 6.424 / 6.104
Highest occupied orbital energy (spin up / spin down) in eV: -9.724 / -10.721
Energy relative to the best compared isomer or geometry (same formula, charge and spin) in eV: 2.3534

The geometry in XYZ format:
```
84
Properties=species:S:1:pos:R:3:forces:R:3
W 0.05985 0.06585 0.98677 -0.3 0.0 -1.0
C -3.66540 -0.42123 -2.40701 0.0 0.1 0.0
C -3.40017 -0.41962 -0.90861 0.1 0.0 0.2
O -4.56015 -0.69984 -0.13267 -0.1 0.0 -0.1
P -2.87697 1.22385 -0.26863 0.0 -0.2 -0.1
O -2.16724 2.02254 -1.43669 0.0 0.1 0.0
O -4.16936 2.10317 -0.04950 -0.1 -0.1 0.1
O -1.99844 1.16061 0.94418 0.2 0.1 0.1
P -1.95698 -1.50592 -0.49868 -0.6 0.7 0.0
O -2.15591 -1.46954 1.12004 -0.3 -0.5 -0.3
O -1.95990 -2.85837 -1.05397 0.0 0.1 -0.1
O -0.82674 -0.46766 -0.82241 -0.4 -0.7 0.3
H -4.46536 0.27537 -2.66501 0.0 0.0 0.0
H -3.96634 -1.42604 -2.70709 0.0 0.0 0.0
H -2.76237 -0.17404 -2.96583 0.0 0.0 0.0
H -4.89765 -1.57460 -0.36300 0.0 0.0 0.0
H -2.75950 2.34791 -2.12771 0.0 0.0 0.0
H -4.82839 1.72479 0.55046 0.0 -0.1 -0.1
H -2.14002 -2.34727 1.52624 0.1 0.0 -0.1
C 3.46930 -1.44198 0.69759 -0.2 0.0 0.3
As 2.52477 0.09416 -0.11177 2.9 -0.9 -0.2
C 3.91864 -0.20633 -1.72491 -2.5 0.7 1.2
C 3.59704 1.35822 0.98223 -0.1 0.4 -0.2
C 3.58574 2.86717 0.67797 -0.3 0.0 -0.1
C 4.04694 3.07628 -0.76936 0.0 0.0 0.0
C 2.21121 3.54085 0.87507 0.3 -0.5 0.0
As 0.58836 2.70063 0.17884 0.3 1.3 0.5
C 0.59348 3.46842 -1.69352 0.1 -0.7 0.3
C -0.64182 4.00005 0.92443 -0.2 -0.2 0.0
C 4.59353 3.57257 1.60337 0.0 -0.1 0.0
As 4.44862 3.73213 3.58557 0.0 0.1 0.0
C 3.20780 2.32938 4.19912 0.0 0.0 0.0
C 3.17247 5.23126 3.70479 0.0 0.0 0.0
H 4.53449 -1.24689 0.59180 0.0 0.0 0.1
H 3.23446 -2.36408 0.17451 -0.1 0.0 0.0
H 3.23081 -1.55811 1.75260 0.0 0.0 0.0
H 4.85437 0.08371 -1.26665 0.1 0.0 -0.1
H 3.57976 0.42062 -2.53907 0.4 -0.1 -0.3
H 3.76578 -1.26644 -1.87748 0.3 0.0 -0.3
H 4.61935 0.99528 0.85114 0.0 0.0 0.1
H 3.30950 1.17847 2.01652 -0.1 -0.1 0.0
H 3.39981 2.54892 -1.47591 0.0 0.1 0.0
H 5.05884 2.69194 -0.91131 0.0 0.0 0.0
H 4.04683 4.13560 -1.03116 0.0 0.0 0.0
H 2.23801 4.54988 0.45626 0.0 0.0 0.0
H 1.98162 3.61203 1.93484 0.0 0.1 0.0
H 1.18214 4.37314 -1.56666 0.0 0.0 -0.2
H -0.44316 3.66090 -1.93840 0.0 0.1 -0.1
H 1.05382 2.76905 -2.38483 0.0 0.1 -0.1
H -0.16158 4.97579 0.85238 0.0 0.0 0.0
H -0.82351 3.74626 1.96487 0.0 0.0 0.0
H -1.58526 4.01871 0.38455 0.0 0.0 0.0
H 4.68138 4.62070 1.29793 0.0 0.0 0.0
H 5.57842 3.12976 1.43220 0.0 0.0 0.0
H 3.72122 1.36901 4.25076 0.0 0.0 0.0
H 2.29475 2.23410 3.61078 0.0 0.0 0.0
H 2.93988 2.61794 5.21676 0.0 0.0 0.0
H 3.34509 5.93246 2.88866 0.0 0.0 0.0
H 3.34562 5.75596 4.64286 0.0 0.0 0.0
H 2.13388 4.90093 3.68067 0.0 0.0 0.0
O 0.59470 1.61838 1.93702 -0.2 0.4 0.0
N -0.23620 -0.52268 3.10830 0.7 1.0 0.1
C 0.89204 -0.85917 3.75341 -0.4 -0.6 0.1
C 0.99878 -0.80710 5.12729 0.1 0.1 0.0
C -0.06751 -0.30969 5.86026 0.0 0.0 0.0
C -1.19825 0.12927 5.18768 0.0 0.0 0.0
C -1.23722 0.02311 3.81282 -0.2 -0.3 -0.1
H 1.69185 -1.24528 3.13740 0.0 0.0 0.0
H 1.91210 -1.13252 5.60415 0.0 0.0 0.0
H -0.01467 -0.25705 6.93933 0.0 0.0 0.0
H -2.04175 0.55290 5.71296 0.0 0.0 0.0
H -2.09809 0.34399 3.24162 0.0 0.0 0.0
F 1.29096 -7.04297 -0.62765 0.0 0.0 0.0
C 1.08719 -5.78368 -0.25234 0.0 0.0 0.0
C 1.34652 -4.74356 -1.12813 0.0 0.0 0.0
F 1.78006 -5.00582 -2.35876 0.0 0.0 0.0
C 1.15135 -3.43375 -0.73268 -0.1 -0.1 0.0
F 1.36959 -2.44659 -1.61718 0.1 0.0 0.1
C 0.69247 -3.11872 0.54348 -0.2 0.0 0.0
O 0.47134 -1.88168 0.95482 0.6 -0.1 0.4
C 0.41510 -4.18540 1.39670 0.0 -0.1 0.0
F -0.10430 -3.91797 2.60790 0.0 0.0 0.0
C 0.60748 -5.50003 1.01639 0.0 0.0 0.0
F 0.32874 -6.48813 1.86130 0.0 0.0 0.0
```
Positions in Å, forces in eV/Å.

Charge distribution, Löwdin scheme, values in e: number 1, W, carries 1.43; number 2, C, carries -0.05; number 3, C, carries -0.58; number 4, O, carries -0.05; number 5, P, carries 0.52; number 6, O, carries -0.12; number 7, O, carries -0.06; number 8, O, carries -0.37; number 9, P, carries 0.40; number 10, O, carries -0.19; number 11, O, carries -0.21; number 12, O, carries -0.47; number 13, H, carries 0.09; number 14, H, carries 0.10; number 15, H, carries 0.09; number 16, H, carries 0.12; number 17, H, carries 0.12; number 18, H, carries 0.11; number 19, H, carries 0.10; number 20, C, carries -0.27; number 21, As, carries 1.18; number 22, C, carries -0.15; number 23, C, carries -0.34; number 24, C, carries -0.65; number 25, C, carries -0.07; number 26, C, carries -0.29; number 27, As, carries 1.13; number 28, C, carries -0.19; number 29, C, carries -0.22; number 30, C, carries -0.38; number 31, As, carries 1.15; number 32, C, carries -0.36; number 33, C, carries -0.34; number 34, H, carries 0.04; number 35, H, carries 0.03; number 36, H, carries 0.02; number 37, H, carries 0.02; number 38, H, carries 0.01; number 39, H, carries 0.01; number 40, H, carries 0.08; number 41, H, carries 0.04; number 42, H, carries 0.05; number 43, H, carries 0.09; number 44, H, carries 0.09; number 45, H, carries 0.09; number 46, H, carries 0.04; number 47, H, carries 0.03; number 48, H, carries 0.01; number 49, H, carries 0.03; number 50, H, carries 0.05; number 51, H, carries 0.04; number 52, H, carries 0.03; number 53, H, carries 0.07; number 54, H, carries 0.06; number 55, H, carries 0.01; number 56, H, carries -0.01; number 57, H, carries 0.02; number 58, H, carries 0.02; number 59, H, carries 0.01; number 60, H, carries 0.01; number 61, O, carries -0.65; number 62, N, carries -0.08; number 63, C, carries -0.11; number 64, C, carries -0.03; number 65, C, carries -0.03; number 66, C, carries -0.02; number 67, C, carries -0.10; number 68, H, carries 0.10; number 69, H, carries 0.12; number 70, H, carries 0.12; number 71, H, carries 0.12; number 72, H, carries 0.11; number 73, F, carries 0.14; number 74, C, carries -0.13; number 75, C, carries -0.13; number 76, F, carries 0.14; number 77, C, carries -0.17; number 78, F, carries 0.08; number 79, C, carries -0.28; number 80, O, carries -0.34; number 81, C, carries -0.13; number 82, F, carries 0.10; number 83, C, carries -0.13; number 84, F, carries 0.14



| no. | calculated total energy (Ha) | M (g mol⁻¹) |
| --- | --- | --- |
| 1 | -5565.77587 | 739.44 |
| 2 | -9626.16084 | 1051.12 |